Run a
Computed, not measured: a structure of composition C4H13N2, with ωB97M-V/def2-TZVPD.

XYZ file:
```
19
Properties=species:S:1:pos:R:3:lowdin_charge:R:1
N -0.44737 -2.15718 -1.09458 0.19
C 0.34857 0.68358 -1.06700 -0.17
C -1.11157 0.97515 -1.44285 -0.09
C 0.37267 -0.21355 0.16571 -0.15
N -0.20718 0.15385 1.40293 -0.05
C 0.83455 0.79570 2.21482 -0.06
H 0.71432 0.16363 -1.94828 0.12
H 0.22178 -2.84012 -1.46039 0.09
H -1.07824 -2.59505 -0.41892 0.08
H 0.95214 1.55747 -0.80881 0.15
H -1.66718 0.05902 -1.64490 0.07
H -1.65777 1.41298 -0.59902 0.08
H -1.30875 1.64991 -2.27324 0.09
H 1.38889 -0.63522 0.27331 0.15
H -0.16808 -1.23319 -0.36251 0.04
H -0.55430 -0.70273 1.82995 0.15
H 1.30006 1.61708 1.67386 0.09
H 1.69765 0.14846 2.43290 0.10
H 0.36978 1.16020 3.12703 0.11
```

Values from the calculation:
* HOMO-LUMO gap: 6.857 eV
* net charge: +1
* 2S+1: 1

***

Run b
Computed, not measured: a cluster of 2 separate species, C4H13N2 in total, with ωB97M-V/def2-TZVPD.

XYZ file:
```
19
Properties=species:S:1:pos:R:3:lowdin_charge:R:1
C -2.59709 0.20623 0.41945 -0.10
C -1.73669 -0.46560 -1.64838 0.01
N -1.47696 -0.11395 -0.46597 -0.13
H -2.65082 -0.54766 1.20665 0.09
H -3.55087 0.21305 -0.10841 0.08
H -2.43165 1.18160 0.86476 0.08
H -0.93476 -0.70248 -2.33628 0.08
H -2.74896 -0.53236 -2.03903 0.09
C 2.29235 0.49862 -0.62011 -0.07
C 1.88614 0.43578 0.83425 -0.20
N 0.82783 -0.62745 1.02047 0.15
H 3.03586 1.27652 -0.75306 0.09
H 2.73657 -0.44360 -0.94878 0.09
H 1.44400 0.74975 -1.25197 0.08
H 2.71945 0.16122 1.48011 0.13
H 1.46605 1.37224 1.19923 0.13
H -0.05617 -0.41972 0.43262 0.09
H 0.56440 -0.72193 1.99857 0.16
H 1.21130 -1.52025 0.71589 0.16
```

Values from the calculation:
* HOMO-LUMO gap: 11.492 eV
* net charge: +1
* 2S+1: 1

***

Run c
Computed, not measured: a cluster of 3 separate species, C4H13N2 in total, with ωB97M-V/def2-TZVPD.

XYZ file:
```
19
Properties=species:S:1:pos:R:3:lowdin_charge:R:1
C 1.85214 3.09050 1.06007 -0.10
N -1.94276 -0.44764 -0.28059 0.06
C -2.75295 -1.44445 0.47743 -0.14
C 1.75051 2.68156 -0.21997 -0.09
N 0.59372 -1.12713 0.08389 0.22
C 0.87445 -1.98765 -1.00418 -0.12
H 1.41533 2.55983 1.96317 0.05
H 2.71284 3.66183 1.47638 0.06
H -2.40390 -0.24565 -1.20702 0.13
H -3.74787 -1.05990 0.75180 0.08
H -3.02298 -2.32155 -0.15321 0.10
H -2.30227 -1.68703 1.56380 0.14
H 1.17386 1.76436 -0.47415 0.02
H 2.08306 3.41938 -0.98402 0.06
H -0.96371 -0.92695 -0.25990 0.02
H 1.07656 -1.36380 0.92160 0.10
H 0.43529 -3.02128 -1.00655 0.15
H 0.72643 -1.48036 -2.03862 0.14
H 1.91582 -2.31524 -1.05642 0.11
```

Values from the calculation:
* HOMO-LUMO gap: 3.269 eV
* net charge: +1
* 2S+1: 1

***

What should be chosen as the least stable of them? Choose run c.

***

Run a
Computed, not measured: the ion C4H13N2 with charge +1, with ωB97M-V/def2-TZVPD.

XYZ file:
```
19
Properties=species:S:1:pos:R:3:lowdin_charge:R:1
C -0.19704 2.31044 -0.78283 -0.08
N -0.08582 0.86109 -1.05035 -0.14
C -1.12201 0.10485 -0.37223 -0.21
C -0.56717 -0.32760 0.98248 -0.10
N 0.88317 -0.73409 0.77144 -0.01
C 1.12420 -2.14277 0.33104 0.02
H -1.03054 2.73639 -1.35333 0.10
H 0.69118 2.85563 -1.06699 0.08
H -0.40202 2.47792 0.26884 0.08
H -0.23849 0.78205 -2.05446 0.13
H -1.40384 -0.76500 -0.96500 0.13
H -2.05865 0.62705 -0.15366 0.13
H -1.06688 -1.17250 1.45462 0.13
H -0.55204 0.40923 1.77751 0.13
H 1.10879 -0.10764 -0.02293 0.13
H 1.44201 -0.49646 1.58407 0.17
H 2.06437 -2.48265 0.75124 0.11
H 1.10987 -2.15931 -0.75516 0.10
H 0.30088 -2.77662 0.65568 0.10
```

Values from the calculation:
* SMILES: CNCC[NH2+]C
* HOMO-LUMO gap: 11.164 eV
* net charge: +1
* 2S+1: 1

***

Run b
Computed, not measured: the ion C4H13N2 with charge +1, with ωB97M-V/def2-TZVPD.

XYZ file:
```
19
Properties=species:S:1:pos:R:3:lowdin_charge:R:1
C 1.67529 1.81646 0.54104 0.03
N 0.68960 0.71935 0.99488 0.04
C 0.00211 -0.05312 -0.27036 -0.24
C 0.80703 -1.26477 -0.78688 -0.03
C -1.39720 -0.57071 0.21558 -0.27
N -2.39361 -0.53084 -0.86262 0.00
H 2.45633 1.88005 1.35055 0.12
H 1.10729 2.74661 0.59815 0.11
H 2.09578 1.46940 -0.37226 0.09
H 1.08736 -0.14085 1.42327 0.17
H -0.15383 1.12840 1.49098 0.18
H -0.40695 0.66337 -1.01294 0.15
H 1.85263 -1.36385 -0.36110 0.11
H 0.91094 -1.17053 -1.85086 0.08
H 0.40392 -2.20900 -0.59751 0.06
H -1.43577 -1.50098 0.75619 0.11
H -1.68041 0.17847 0.90771 0.09
H -3.40206 -0.61407 -0.53104 0.12
H -2.21846 -1.18337 -1.63278 0.08
```

Values from the calculation:
* SMILES: C[NH2+][C@@H](C)CN
* HOMO-LUMO gap: 9.977 eV
* net charge: +1
* 2S+1: 1

***

Run c
Computed, not measured: the ion C4H13N2 with charge +1, with ωB97M-V/def2-TZVPD.

XYZ file:
```
19
Properties=species:S:1:pos:R:3:lowdin_charge:R:1
C -1.09783 1.46577 -0.92527 -0.05
C -1.13597 0.27802 -0.00061 -0.40
N -0.90875 -0.98197 -0.84751 0.01
C -0.13711 0.25666 1.15212 -0.15
C 1.37016 0.22131 0.86375 -0.09
N 1.70394 -1.00389 -0.04898 0.16
H -0.11572 1.56951 -1.38810 0.08
H -1.82977 1.36351 -1.72530 0.09
H -1.36968 2.37765 -0.40021 0.09
H -2.11576 0.08925 0.44208 0.14
H -1.35605 -1.72164 -0.30728 0.10
H -1.52254 -0.90328 -1.65446 0.09
H -0.30818 -0.59730 1.81264 0.12
H -0.32554 1.12526 1.79161 0.14
H 1.63239 1.05278 0.24507 0.12
H 1.94725 -0.00963 1.73991 0.12
H 2.57602 -0.86049 -0.55332 0.16
H 1.77177 -1.85029 0.51048 0.16
H 0.86459 -1.10394 -0.70656 0.11
```

Values from the calculation:
* SMILES: C[C@@H](N)CC[NH3+]
* HOMO-LUMO gap: 11.277 eV
* net charge: +1
* 2S+1: 1

***

What should be chosen as the least stable of them? Choose run b.

***

Run a
Computed, not measured: the molecule C5H8N2, with ωB97M-V/def2-TZVPD.

XYZ file:
```
15
Properties=species:S:1:pos:R:3:lowdin_charge:R:1
C -0.82336 -0.67342 1.97426 -0.05
N -0.38318 -0.00553 0.77365 -0.19
C -0.01069 1.29520 0.65220 -0.13
C 0.53884 1.72558 -0.56734 -0.07
C 0.50884 0.51766 -1.25659 -0.39
N 0.93890 0.29150 -2.53663 0.10
C 0.11697 -0.67822 -0.40133 -0.11
H -1.31690 0.05160 2.62868 0.09
H -1.55357 -1.45593 1.73843 0.09
H 0.01155 -1.12781 2.52398 0.09
H -0.19163 1.90537 1.54167 0.11
H 1.28714 1.11979 -2.99980 0.09
H 0.41127 -0.33572 -3.12871 0.09
H 1.04296 -1.20723 -0.13456 0.14
H -0.57713 -1.42284 -0.80793 0.13
```

Values from the calculation:
* SMILES: CN1C=C=C(N)C1
* HOMO-LUMO gap: 7.883 eV
* 2S+1: 1

***

Run b
Computed, not measured: the molecule C5H8N2, with ωB97M-V/def2-TZVPD.

XYZ file:
```
15
Properties=species:S:1:pos:R:3:lowdin_charge:R:1
C 1.08883 1.56737 1.03116 -0.06
C 0.62158 0.54450 0.01789 -0.31
C 0.80999 -0.90719 0.25426 -0.13
N -0.48771 -0.31025 0.45672 -0.09
C -1.58037 -0.86397 -0.32864 -0.18
C -1.50066 -0.64685 -1.78790 -0.21
N -1.38416 -0.44878 -2.92305 0.14
H 0.87131 1.20105 2.03811 0.08
H 0.58610 2.53131 0.90129 0.07
H 2.16886 1.74252 0.95740 0.08
H 0.70971 0.84385 -1.02989 0.14
H 0.93255 -1.52086 -0.64014 0.11
H 1.28206 -1.28668 1.15460 0.11
H -1.57499 -1.94787 -0.15081 0.13
H -2.54310 -0.49814 0.04901 0.12
```

Values from the calculation:
* SMILES: C[C@H]1CN1CC#N
* HOMO-LUMO gap: 10.725 eV
* 2S+1: 1

***

What should be chosen as the least stable of them? Choose run a.

***

Run a
Computed, not measured: the molecule C3H2N4O, with ωB97M-V/def2-TZVPD.

XYZ file:
```
10
Properties=species:S:1:pos:R:3:lowdin_charge:R:1
C -1.81757 -0.18355 -0.12127 -0.10
N -1.13332 0.93259 -0.03032 0.16
N 0.07499 0.48901 0.06164 -0.07
C 1.40479 0.84850 0.01476 -0.13
N 2.14533 -0.20948 -0.05753 -0.01
N 1.45175 -1.36238 -0.08475 0.09
C 0.20477 -0.89423 0.09488 -0.30
O -1.08378 -1.28170 0.09429 0.14
H -2.81468 -0.24204 -0.14933 0.10
H 1.56772 1.90329 0.17762 0.12
```

Values from the calculation:
* SMILES: c1nn2cnnc2o1
* HOMO-LUMO gap: 10.387 eV
* 2S+1: 1

***

Run b
Computed, not measured: the molecule C3H2N4O, with ωB97M-V/def2-TZVPD.

XYZ file:
```
10
Properties=species:S:1:pos:R:3:lowdin_charge:R:1
C -1.11627 0.19784 -1.37239 -0.21
N 0.09246 0.85326 -1.43697 0.16
C 0.54840 0.74317 -0.26316 -0.38
O 1.77854 0.67667 0.29875 0.03
N 1.72298 -0.35796 1.31124 0.14
C 0.47334 -0.62906 1.36634 -0.12
N -0.38040 0.08863 0.53532 -0.01
N -1.45886 -0.29753 -0.24379 0.11
H -1.75055 0.08534 -2.28565 0.13
H 0.09037 -1.36036 2.09030 0.14
```

Values from the calculation:
* SMILES: c1nc2oncn2n1
* HOMO-LUMO gap: 11.245 eV
* 2S+1: 1

***

Run c
Computed, not measured: the molecule C3H2N4O, with ωB97M-V/def2-TZVPD.

XYZ file:
```
10
Properties=species:S:1:pos:R:3:lowdin_charge:R:1
N -0.39485 -1.53360 -2.41137 0.15
C -0.56928 -0.78294 -1.49627 -0.14
C -0.47916 0.18032 -0.41447 -0.24
N -0.87708 1.41520 -0.17362 0.12
N -0.20450 1.64807 0.93367 -0.14
N 0.48220 0.71992 1.49990 0.10
C 0.46517 -0.27864 0.60819 -0.34
O 1.28080 -1.32130 0.82861 0.08
H -0.59800 2.21046 1.85906 0.25
H 0.81087 -2.09971 0.38737 0.15
```

Values from the calculation:
* SMILES: N#Cc1n[nH]nc1O
* HOMO-LUMO gap: 10.000 eV
* 2S+1: 1

***

What should be chosen as the least stable of them? Choose run a.

***

Run a
Computed, not measured: the molecule C3H2N4O, with ωB97M-V/def2-TZVPD.

XYZ file:
```
10
Properties=species:S:1:pos:R:3:lowdin_charge:R:1
N 1.81203 -2.49243 0.37607 0.15
C 0.98878 -1.81735 0.77911 -0.24
C -0.11428 -0.92528 1.25771 -0.07
C -0.30569 0.21663 0.21927 -0.40
N 0.59017 0.59218 -0.76293 0.12
N 0.00033 1.58364 -1.35456 0.08
O -1.22127 1.69703 -0.80541 -0.05
N -1.39507 0.81099 0.19466 0.14
H 0.33691 -0.43015 2.23788 0.16
H -1.03184 -1.45070 1.49622 0.11
```

Values from the calculation:
* SMILES: N#CCc1nnon1
* HOMO-LUMO gap: 11.920 eV
* 2S+1: 1

***

Run b
Computed, not measured: a structure of composition C3H2N4O, with ωB97M-V/def2-TZVPD.

XYZ file:
```
10
Properties=species:S:1:pos:R:3:lowdin_charge:R:1
C 1.41001 -0.52195 0.08490 0.01
C -0.03388 0.85534 -0.31196 -0.32
C -0.09369 -0.54872 -0.35110 -0.17
H 1.84882 -0.73328 1.17621 0.18
H 2.22223 -0.77831 -0.66859 0.13
N -1.05430 1.66371 0.09598 0.15
N -2.19652 0.80744 -0.02120 -0.01
N -2.24055 -0.50839 -0.01923 -0.03
N -1.13815 -1.21137 0.03601 0.08
O 1.27603 0.97554 -0.02101 0.00
```

Values from the calculation:
* HOMO-LUMO gap: 9.261 eV
* 2S+1: 1

***

What should be chosen as the least stable of them? Choose run b.